No. 1
Entry from OMol25: a 2-piece molecular cluster, C5H13NO overall (ωB97M-V/def2-TZVPD).

Bonds (Å) are listed after each position.
Atoms and positions in Å:
1 C -0.44 1.42 -0.03  N2 1.483, C6 1.518, H7 1.086, H8 1.088
2 N 0.28 1.40 1.26  C1 1.483, C3 1.447, C4 1.448
3 C -0.10 2.42 2.22  N2 1.447, H9 1.084, H10 1.086, H11 1.100
4 C 0.63 0.07 1.70  N2 1.448, C5 1.541, H12 1.088, H13 1.094
5 C 0.44 -0.83 0.46  C4 1.541, C6 1.518, H14 1.086, H15 1.066
6 C -0.33 0.00 -0.55  C1 1.518, C5 1.518, H16 1.097, H17 1.088
7 H -1.45 1.70 0.24  C1 1.086
8 H 0.00 2.15 -0.70  C1 1.088
9 H 0.51 2.37 3.12  C3 1.084
10 H -0.14 3.38 1.71  C3 1.086
11 H -1.14 2.18 2.50  C3 1.100
12 H 1.67 -0.04 2.00  C4 1.088
13 H -0.06 -0.21 2.50  C4 1.094
14 H 1.42 -1.13 0.09  C5 1.086
15 H -0.01 -1.79 0.62  C5 1.066
16 H -1.33 -0.44 -0.64  C6 1.097
17 H -0.04 -0.11 -1.59  C6 1.088
18 H 0.02 -3.39 -4.77  O20 0.962
19 H -0.19 -4.94 -4.89  O20 0.954
20 O 0.29 -4.19 -5.24  H18 0.962, H19 0.954

Summary:
Kohn-Sham gap (spin up / spin down) = 10.43 / 6.20 eV
E_HOMO (spin up / spin down) = -13.41 / -13.41 eV
total charge = +1
multiplicity = 2
E_LUMO (spin up / spin down) = -2.980 / -7.214 eV
energy above the lowest of the compared OMol25 structures with the same formula, charge and spin = 74.9 kJ/mol
total energy = -327.98679 hartree
<S²> = 0.754

=====

No. 2
Entry from OMol25: a 14-piece molecular cluster, C46H124N4O14 overall (ωB97M-V/def2-TZVPD).

Bonds (Å) are listed after each position.
Atoms and positions in Å:
1 C -2.06 -6.02 -3.56  C2 1.536, H5 1.074, H6 1.075, H7 1.072
2 C -1.20 -4.75 -3.47  C1 1.536, C3 1.544, O4 1.454, H8 1.113
3 C -1.88 -3.41 -3.12  C2 1.544, H9 1.064, H10 1.131, H11 1.077
4 O -0.10 -4.93 -2.55  C2 1.454, H12 0.969
5 H -2.74 -5.86 -4.37  C1 1.074
6 H -2.54 -6.34 -2.65  C1 1.075
7 H -1.44 -6.84 -3.86  C1 1.072
8 H -0.69 -4.66 -4.46  C2 1.113
9 H -2.03 -3.32 -2.07  C3 1.064
10 H -2.94 -3.45 -3.51  C3 1.131
11 H -1.36 -2.52 -3.45  C3 1.077
12 H -0.53 -5.21 -1.73  O4 0.969
13 C 1.54 4.03 0.96  C14 1.547, H17 1.097, H18 1.045, H19 1.096
14 C 1.52 3.37 -0.44  C13 1.547, C15 1.510, O16 1.438, H20 1.118
15 C 1.28 4.42 -1.51  C14 1.510, H21 1.125, H22 1.060, H23 1.120
16 O 2.74 2.66 -0.72  C14 1.438, H24 0.989
17 H 0.54 4.33 1.29  C13 1.097
18 H 2.17 4.84 1.12  C13 1.045
19 H 1.89 3.15 1.52  C13 1.096
20 H 0.70 2.62 -0.43  C14 1.118
21 H 0.35 5.04 -1.35  C15 1.125
22 H 1.25 3.91 -2.44  C15 1.060
23 H 2.07 5.20 -1.55  C15 1.120
24 H 3.16 3.05 -1.52  O16 0.989
25 C 3.15 -4.16 -3.51  C26 1.514, H29 1.089, H30 1.104, H31 1.101
26 C 3.16 -4.62 -2.07  C25 1.514, C27 1.518, O28 1.430, H32 1.102
27 C 2.84 -6.09 -1.83  C26 1.518, H33 1.081, H34 1.069, H35 1.102
28 O 4.27 -4.24 -1.26  C26 1.430, H36 1.001
29 H 2.24 -4.61 -3.90  C25 1.089
30 H 4.01 -4.46 -4.14  C25 1.104
31 H 3.12 -3.06 -3.55  C25 1.101
32 H 2.25 -4.10 -1.74  C26 1.102
33 H 2.99 -6.39 -0.80  C27 1.081
34 H 3.47 -6.64 -2.49  C27 1.069
35 H 1.81 -6.36 -2.09  C27 1.102
36 H 4.15 -4.76 -0.41  O28 1.001
37 C 1.57 -3.47 3.23  C38 1.492, H41 1.074, H42 1.072, H43 1.095
38 C 0.94 -3.36 1.89  C37 1.492, C39 1.502, O40 1.402, H44 1.118
39 C 0.97 -4.65 1.11  C38 1.502, H45 1.102, H46 1.107, H47 1.101
40 O -0.37 -2.94 2.17  C38 1.402, H48 0.980
41 H 1.17 -4.28 3.81  C37 1.074
42 H 1.41 -2.57 3.80  C37 1.072
43 H 2.64 -3.72 3.28  C37 1.095
44 H 1.51 -2.58 1.32  C38 1.118
45 H 1.01 -5.58 1.69  C39 1.102
46 H 1.87 -4.73 0.47  C39 1.107
47 H 0.06 -4.63 0.47  C39 1.101
48 H -0.58 -2.41 1.37  O40 0.980
49 C 3.62 1.66 -5.59  C50 1.528, H53 1.078, H54 1.081, H55 1.124
50 C 2.85 2.28 -6.75  C49 1.528, C51 1.497, O52 1.450, H56 1.134
51 C 3.76 2.69 -7.87  C50 1.497, H57 1.088, H58 1.072, H59 1.047
52 O 1.70 1.52 -7.18  C50 1.450, H60 0.972
53 H 3.04 1.55 -4.69  C49 1.078
54 H 4.55 2.19 -5.43  C49 1.081
55 H 3.78 0.62 -5.98  C49 1.124
56 H 2.31 3.23 -6.42  C50 1.134
57 H 4.29 1.85 -8.31  C51 1.088
58 H 4.51 3.37 -7.52  C51 1.072
59 H 3.22 3.08 -8.67  C51 1.047
60 H 1.94 0.58 -7.22  O52 0.972
61 C 0.32 1.44 7.96  C62 1.493, H65 1.088, H66 1.105, H67 1.113
62 C -0.15 0.96 6.63  C61 1.493, C63 1.507, O64 1.440, H68 1.159
63 C 0.28 -0.46 6.38  C62 1.507, H69 1.105, H70 1.082, H71 1.103
64 O -1.58 1.04 6.49  C62 1.440, H72 0.998
65 H 1.41 1.49 7.95  C61 1.088
66 H 0.00 0.70 8.71  C61 1.105
67 H -0.03 2.45 8.27  C61 1.113
68 H 0.45 1.58 5.87  C62 1.159
69 H 1.38 -0.48 6.46  C63 1.105
70 H 0.13 -0.78 5.36  C63 1.082
71 H -0.10 -1.21 7.10  C63 1.103
72 H -1.89 0.40 5.79  O64 0.998
73 C -1.76 6.94 4.44  C74 1.498, H77 1.125, H78 1.107, H79 1.069
74 C -0.82 5.98 5.11  C73 1.498, C75 1.549, O76 1.430, H80 1.095
75 C -1.66 4.69 5.19  C74 1.549, H81 1.110, H82 1.062, H83 1.038
76 O 0.36 5.76 4.32  C74 1.430, H84 0.954
77 H -2.12 6.37 3.54  C73 1.125
78 H -1.27 7.83 4.00  C73 1.107
79 H -2.51 7.26 5.13  C73 1.069
80 H -0.46 6.28 6.10  C74 1.095
81 H -1.20 4.02 5.95  C75 1.110
82 H -1.67 4.27 4.22  C75 1.062
83 H -2.64 4.79 5.54  C75 1.038
84 H 0.75 4.93 4.57  O76 0.954
85 C -5.23 3.05 0.87  C86 1.510, H89 1.060, H90 1.069, H91 1.061
86 C -4.03 2.75 0.01  C85 1.510, C87 1.570, O88 1.454, H92 1.127
87 C -2.65 3.14 0.67  C86 1.570, H93 1.042, H94 1.094, H95 1.088
88 O -4.05 1.30 -0.12  C86 1.454, H96 0.988
89 H -6.11 2.75 0.37  C85 1.060
90 H -5.29 4.09 1.13  C85 1.069
91 H -5.12 2.50 1.77  C85 1.061
92 H -4.13 3.31 -0.96  C86 1.127
93 H -2.70 4.15 0.93  C87 1.042
94 H -1.89 3.02 -0.11  C87 1.094
95 H -2.39 2.47 1.49  C87 1.088
96 H -3.44 1.01 -0.84  O88 0.988
97 C -3.95 1.00 -3.53  C98 1.607, H101 1.080, H102 1.152, H103 1.081
98 C -2.34 1.01 -3.60  C97 1.607, C99 1.532, O100 1.420, H104 1.088
99 C -1.90 1.98 -4.70  C98 1.532, H105 1.067, H106 1.116, H107 1.043
100 O -1.93 1.41 -2.30  C98 1.420, H108 0.962
101 H -4.30 0.44 -4.37  C97 1.080
102 H -4.37 2.07 -3.65  C97 1.152
103 H -4.21 0.58 -2.57  C97 1.081
104 H -1.98 0.02 -3.87  C98 1.088
105 H -2.18 2.97 -4.41  C99 1.067
106 H -2.52 1.82 -5.62  C99 1.116
107 H -0.87 1.94 -4.87  C99 1.043
108 H -1.00 1.20 -2.21  O100 0.962
109 C 4.26 0.22 0.83  C110 1.532, H113 1.128, H114 1.038, H115 1.056
110 C 4.73 -1.05 0.10  C109 1.532, C111 1.496, O112 1.418, H116 1.171
111 C 5.22 -2.06 1.09  C110 1.496, H117 1.118, H118 1.164, H119 1.082
112 O 3.71 -1.60 -0.71  C110 1.418, H120 1.002
113 H 3.36 -0.03 1.47  C109 1.128
114 H 4.07 1.03 0.21  C109 1.038
115 H 5.07 0.47 1.45  C109 1.056
116 H 5.60 -0.73 -0.61  C110 1.171
117 H 4.38 -2.47 1.69  C111 1.118
118 H 6.02 -1.70 1.86  C111 1.164
119 H 5.52 -2.96 0.57  C111 1.082
120 H 4.00 -2.56 -0.81  O112 1.002
121 C -3.49 -4.08 0.38  C122 1.553, H127 1.098, H128 1.085, H129 1.076
122 C -4.87 -3.69 0.98  C121 1.553, C123 1.487, N126 1.467, H130 1.087
123 C -5.47 -2.63 0.12  C122 1.487, O124 1.420, H131 1.127, H132 1.048
124 O -6.73 -2.33 0.72  C123 1.420, C125 1.409
125 C -7.41 -1.19 0.28  O124 1.409, H133 1.074, H134 1.112, H135 1.106
126 N -5.66 -4.92 1.07  C122 1.467, H136 1.008, H137 0.994
127 H -2.95 -3.14 0.20  C121 1.098
128 H -3.58 -4.63 -0.56  C121 1.085
129 H -3.00 -4.68 1.12  C121 1.076
130 H -4.78 -3.25 1.97  C122 1.087
131 H -5.68 -2.97 -0.93  C123 1.127
132 H -4.85 -1.79 0.09  C123 1.048
133 H -8.31 -1.17 0.87  C125 1.074
134 H -7.75 -1.27 -0.78  C125 1.112
135 H -6.83 -0.25 0.36  C125 1.106
136 H -6.48 -4.73 1.63  N126 1.008
137 H -5.98 -5.14 0.16  N126 0.994
138 C 4.20 5.45 -4.45  C139 1.507, H144 1.074, H145 1.098, H146 1.133
139 C 4.70 5.38 -3.03  C138 1.507, C140 1.518, N143 1.473, H147 1.131
140 C 5.44 4.11 -2.67  C139 1.518, O141 1.435, H148 1.121, H149 1.126
141 O 4.58 2.96 -2.65  C140 1.435, C142 1.463
142 C 5.35 1.74 -2.42  O141 1.463, H150 1.126, H151 1.085, H152 1.110
143 N 5.57 6.46 -2.54  C139 1.473, H153 1.051, H154 1.032
144 H 3.77 4.52 -4.74  C138 1.074
145 H 5.08 5.61 -5.09  C138 1.098
146 H 3.52 6.34 -4.61  C138 1.133
147 H 3.83 5.30 -2.30  C139 1.131
148 H 5.93 4.34 -1.68  C140 1.121
149 H 6.36 3.91 -3.29  C140 1.126
150 H 6.18 1.70 -3.18  C142 1.126
151 H 4.74 0.87 -2.64  C142 1.085
152 H 5.75 1.71 -1.38  C142 1.110
153 H 6.56 6.31 -2.86  N143 1.051
154 H 5.32 7.38 -2.93  N143 1.032
155 C -3.12 -4.35 4.32  C156 1.509, H161 1.101, H162 1.103, H163 1.092
156 C -2.50 -3.05 4.77  C155 1.509, C157 1.511, N160 1.489, H164 1.064
157 C -2.90 -1.95 3.81  C156 1.511, O158 1.397, H165 1.124, H166 1.086
158 O -2.28 -0.73 4.10  C157 1.397, C159 1.348
159 C -2.89 0.38 3.62  O158 1.348, H167 1.124, H168 1.077, H169 1.134
160 N -3.06 -2.76 6.12  C156 1.489, H170 1.019, H171 1.028
161 H -2.50 -4.87 3.57  C155 1.101
162 H -4.05 -4.18 3.76  C155 1.103
163 H -3.38 -5.02 5.14  C155 1.092
164 H -1.45 -3.24 4.81  C156 1.064
165 H -4.00 -1.77 3.92  C157 1.124
166 H -2.69 -2.29 2.80  C157 1.086
167 H -3.01 0.56 2.52  C159 1.124
168 H -2.24 1.18 3.94  C159 1.077
169 H -3.96 0.48 3.96  C159 1.134
170 H -3.02 -3.59 6.71  N160 1.019
171 H -2.68 -1.90 6.54  N160 1.028
172 C 0.56 0.20 1.57  C173 1.509, H178 1.068, H179 1.081, H180 1.088
173 C -0.14 0.03 0.24  C172 1.509, C174 1.535, N177 1.499, H181 1.094
174 C 0.76 -0.62 -0.83  C173 1.535, O175 1.399, H182 1.081, H183 1.121
175 O 0.23 -0.28 -2.08  C174 1.399, C176 1.480
176 C 1.00 -1.01 -3.11  O175 1.480, H184 1.073, H185 1.102, H186 1.106
177 N -1.29 -0.90 0.46  C173 1.499, H187 1.027, H188 1.013
178 H 0.91 -0.74 1.92  C172 1.068
179 H -0.14 0.61 2.29  C172 1.081
180 H 1.35 0.95 1.50  C172 1.088
181 H -0.48 1.04 0.01  C173 1.094
182 H 0.70 -1.69 -0.69  C174 1.081
183 H 1.81 -0.23 -0.79  C174 1.121
184 H 1.88 -0.39 -3.16  C176 1.073
185 H 0.47 -0.96 -4.08  C176 1.102
186 H 1.28 -2.04 -2.83  C176 1.106
187 H -1.82 -0.58 1.28  N177 1.027
188 H -1.90 -0.84 -0.35  N177 1.013

Summary:
Kohn-Sham gap = 9.25 eV
E_HOMO = -8.80 eV
E_LUMO = 0.450 eV
energy above the lowest of the compared OMol25 structures with the same formula, charge and spin = 273.8 kJ/mol
total energy = -3099.20598 hartree

=====

No. 3
Entry from OMol25: one molecule with the formula C5H10N2S (ωB97M-V/def2-TZVPD).

Bonds (Å) are listed after each position.
Atoms and positions in Å:
1 C -0.05 2.33 0.06  C2 1.491, H9 1.079, H10 1.105, H11 1.088
2 C 0.46 0.94 -0.10  C1 1.491, N3 1.290, C6 1.495
3 N 1.69 0.75 -0.45  C2 1.290, N4 1.430
4 N 1.88 -0.66 -0.54  N3 1.430, C5 1.491, H12 1.017
5 C 0.56 -1.29 -0.85  N4 1.491, C6 1.553, H13 1.086, H14 1.100
6 C -0.35 -0.32 -0.04  C2 1.495, C5 1.553, C7 1.572, S8 1.873
7 C -0.53 -0.97 1.38  C6 1.572, H15 1.088, H16 1.087, H17 1.085
8 S -1.99 0.05 -0.86  C6 1.873, H18 1.364
9 H -0.11 2.61 1.10  C1 1.079
10 H -1.09 2.42 -0.32  C1 1.105
11 H 0.58 3.03 -0.47  C1 1.088
12 H 2.65 -0.87 -1.17  N4 1.017
13 H 0.56 -2.32 -0.51  C5 1.086
14 H 0.24 -1.26 -1.91  C5 1.100
15 H 0.43 -1.19 1.84  C7 1.088
16 H -1.06 -1.91 1.22  C7 1.087
17 H -1.15 -0.33 2.00  C7 1.085
18 H -2.72 -1.00 -0.37  S8 1.364

Summary:
Kohn-Sham gap = 9.26 eV
structure (SMILES) = CC1=NNC[C@]1(C)S
E_HOMO = -8.52 eV
E_LUMO = 0.739 eV
energy above the lowest of the compared OMol25 structures with the same formula, charge and spin = 130.7 kJ/mol
total energy = -704.17404 hartree

=====

No. 4
Entry from OMol25: a 2-piece molecular cluster, C5H9N overall (ωB97M-V/def2-TZVPD).

Bonds (Å) are listed after each position.
Atoms and positions in Å:
1 C -0.46 -1.17 -0.90  C2 1.347, H5 1.147, H6 1.050
2 C -0.03 -0.41 0.12  C1 1.347, C3 1.498, C4 1.558
3 C -0.92 0.62 0.75  C2 1.498, H7 1.122, H8 1.027, H9 1.004
4 C 1.41 -0.43 0.72  C2 1.558, H10 1.080, H11 1.046, H12 1.006
5 H 0.20 -1.79 -1.60  C1 1.147
6 H -1.45 -1.35 -1.20  C1 1.050
7 H -1.57 0.13 1.53  C3 1.122
8 H -1.50 0.87 -0.06  C3 1.027
9 H -0.45 1.39 1.19  C3 1.004
10 H 1.91 -1.08 0.02  C4 1.080
11 H 1.49 -0.72 1.73  C4 1.046
12 H 1.76 0.51 0.71  C4 1.006
13 C 0.19 2.43 -2.96  N14 1.136, H15 1.057
14 N 0.96 2.95 -3.63  C13 1.136
15 H -0.54 1.98 -2.35  C13 1.057

Summary:
Kohn-Sham gap = 10.25 eV
structure (SMILES) = C=C(C)C.C#N
E_HOMO = -9.43 eV
E_LUMO = 0.821 eV
energy above the lowest of the compared OMol25 structures with the same formula, charge and spin = 231.3 kJ/mol
total energy = -250.57884 hartree

=====

No. 5
Entry from OMol25: a 2-piece molecular cluster, C3H10OS overall (ωB97M-V/def2-TZVPD).

Bonds (Å) are listed after each position.
Atoms and positions in Å:
1 C -0.04 -0.19 1.54  C2 1.557, H5 1.088, H6 1.101, H7 1.098
2 C 0.01 -1.08 0.27  C1 1.557, C3 1.558, H8 1.103, H9 1.111
3 C 0.57 -0.44 -1.03  C2 1.558, S4 1.798, H10 1.103, H11 1.076
4 S 0.04 -1.39 -2.47  C3 1.798, H12 1.390
5 H -0.45 -0.85 2.31  C1 1.088
6 H 0.97 0.08 1.89  C1 1.101
7 H -0.53 0.78 1.45  C1 1.098
8 H -1.06 -1.09 -0.02  C2 1.103
9 H 0.45 -2.09 0.40  C2 1.111
10 H 0.00 0.50 -1.01  C3 1.103
11 H 1.64 -0.44 -1.11  C3 1.076
12 H -0.16 -2.64 -1.89  S4 1.390
13 O -0.59 2.61 -0.36  H14 0.969, H15 0.994
14 H -0.79 2.79 0.57  O13 0.969
15 H -0.07 3.44 -0.54  O13 0.994

Summary:
Kohn-Sham gap = 9.28 eV
structure (SMILES) = CCCS.O
E_HOMO = -8.69 eV
E_LUMO = 0.587 eV
energy above the lowest of the compared OMol25 structures with the same formula, charge and spin = 67.4 kJ/mol
total energy = -593.69146 hartree

=====

No. 6
Entry from OMol25: a 5-piece molecular cluster, C2H17N2O4 overall (ωB97M-V/def2-TZVPD).

Bonds (Å) are listed after each position.
Atoms and positions in Å:
1 C -0.33 -1.82 1.41  N2 1.482, C3 1.487, H5 1.100, H6 1.114
2 N -0.24 -2.97 0.48  C1 1.482, H7 1.012, H8 1.030
3 C -1.37 -0.80 1.12  C1 1.487, N4 1.533, H9 1.088, H10 1.102
4 N -0.90 0.14 0.00  C3 1.533, H11 1.030, H12 1.021, H13 1.032
5 H 0.68 -1.38 1.44  C1 1.100
6 H -0.36 -2.36 2.38  C1 1.114
7 H -0.54 -2.82 -0.48  N2 1.012
8 H -0.86 -3.71 0.83  N2 1.030
9 H -1.66 -0.21 1.99  C3 1.088
10 H -2.41 -1.12 0.93  C3 1.102
11 H 0.01 0.62 0.11  N4 1.030
12 H -1.04 -0.35 -0.89  N4 1.021
13 H -1.64 0.84 -0.05  N4 1.032
14 H -2.70 -2.14 -3.25  O16 0.955
15 H -1.21 -2.19 -3.81  O16 0.959
16 O -1.79 -1.87 -3.12  H14 0.955, H15 0.959
17 H -0.72 4.22 -0.83  O19 0.964
18 H -1.30 4.53 -2.16  O19 0.967
19 O -0.99 3.78 -1.64  H17 0.964, H18 0.967
20 H 4.34 2.65 0.80  O22 0.968
21 H 4.18 1.57 -0.19  O22 0.966
22 O 3.98 1.75 0.74  H20 0.968, H21 0.966
23 H 0.88 1.08 2.42  O25 0.964
24 H 2.01 1.28 1.33  O25 0.971
25 O 1.33 0.67 1.67  H23 0.964, H24 0.971

Summary:
Kohn-Sham gap = 9.72 eV
E_HOMO = -12.70 eV
total charge = +1
E_LUMO = -2.980 eV
energy above the lowest of the compared OMol25 structures with the same formula, charge and spin = 110.5 kJ/mol
total energy = -496.61390 hartree